# 1
8 unconnected molecules or ions with the total composition C20H36Br12O6 in a non-equilibrium geometry, computed with the ωB97M-V functional and the def2-TZVPD basis.

Calculated values
E_HOMO: -10.010 eV
maximum force: 0.1084 Eh/bohr
energy: -874116.228 eV
LUMO energy: 0.14 eV

Geometry as ORCA input:
```
! RIJCOSX wB97M-V def2-TZVPD def2/J DEFGRID3
* xyz 0 1
C -14.772 -18.733 -11.979
C -15.324 -18.268 -13.358
C -14.770 -19.253 -14.419
O -15.862 -19.990 -14.871
C -16.993 -19.493 -14.332
O -18.090 -19.735 -14.787
O -16.698 -18.566 -13.372
H -14.798 -19.803 -11.770
H -15.451 -18.400 -11.194
H -13.805 -18.432 -11.576
H -15.139 -17.195 -13.416
H -14.009 -19.911 -13.998
H -14.200 -18.709 -15.173
C -20.419 -26.613 -16.964
C -20.347 -28.036 -17.619
C -21.727 -28.808 -17.761
O -21.984 -28.823 -19.122
C -21.007 -28.345 -19.838
O -20.858 -28.232 -21.091
O -20.133 -27.757 -18.967
H -21.034 -26.676 -16.066
H -20.946 -25.878 -17.573
H -19.468 -26.151 -16.700
H -19.605 -28.703 -17.180
H -22.590 -28.289 -17.345
H -21.694 -29.862 -17.484
Br -15.088 -11.908 -6.352
C -16.532 -13.235 -5.972
C -17.917 -12.575 -5.946
Br -19.285 -14.003 -5.711
H -16.210 -13.738 -5.061
H -16.435 -14.053 -6.687
H -18.122 -12.053 -6.880
H -18.059 -11.809 -5.184
Br -6.652 -18.078 -18.410
C -8.296 -18.652 -19.391
C -8.864 -17.444 -20.174
Br -9.575 -15.865 -19.223
H -8.930 -18.965 -18.561
H -8.083 -19.607 -19.871
H -9.668 -17.856 -20.783
H -8.293 -17.182 -21.064
Br -23.961 -20.016 -8.501
C -22.672 -21.460 -8.303
C -21.196 -20.940 -8.294
Br -19.890 -22.435 -8.831
H -22.892 -22.095 -9.161
H -22.851 -22.130 -7.463
H -20.881 -20.651 -7.291
H -21.054 -20.036 -8.885
Br -22.966 -15.127 -13.567
C -24.456 -15.226 -14.814
C -24.320 -16.060 -16.120
Br -25.835 -15.592 -17.243
H -24.536 -14.229 -15.248
H -25.297 -15.611 -14.237
H -24.270 -17.127 -15.905
H -23.459 -15.825 -16.746
Br -16.788 -17.157 -24.155
C -16.918 -18.701 -22.956
C -18.015 -18.307 -21.921
Br -17.511 -16.835 -20.728
H -15.927 -18.942 -22.569
H -17.161 -19.558 -23.583
H -18.164 -19.123 -21.214
H -18.971 -18.171 -22.425
Br -10.577 -16.002 0.193
C -11.392 -16.123 -1.636
C -10.725 -17.291 -2.387
Br -10.870 -17.095 -4.397
H -11.349 -15.108 -2.029
H -12.416 -16.437 -1.436
H -10.979 -18.234 -1.903
H -9.668 -17.231 -2.132
*
```


# 2
2 unconnected molecules or ions with the total composition C5H3NS2 in a non-equilibrium geometry, computed with the ωB97M-V functional and the def2-TZVPD basis.

Calculated values
E_HOMO: -8.434 eV
maximum force: 0.1045 Eh/bohr
energy: -28388.570 eV
LUMO energy: -0.55 eV

Geometry as ORCA input:
```
! RIJCOSX wB97M-V def2-TZVPD def2/J DEFGRID3
* xyz 0 1
C 2.506 2.114 0.091
C 1.637 1.304 -0.152
C 0.495 0.654 -0.247
C -0.636 0.166 -0.362
S -2.159 -0.520 -0.113
S -3.521 1.235 0.029
H 3.362 2.481 0.588
H -3.441 1.909 1.214
C 0.642 -3.063 -0.329
N -0.181 -2.402 -0.691
H 1.295 -3.878 -0.029
*
```


# 3
A single C18H23N3O4S2 molecule in a non-equilibrium geometry, computed with the ωB97M-V functional and the def2-TZVPD basis.

Calculated values
E_HOMO: -7.714 eV
maximum force: 0.3413 Eh/bohr
energy: -53353.719 eV
LUMO energy: 0.57 eV

Geometry as ORCA input:
```
! RIJCOSX wB97M-V def2-TZVPD def2/J DEFGRID3
* xyz 0 1
C 2.725 0.752 5.887
O 3.176 1.628 4.704
C 3.059 1.222 3.569
C 2.395 0.183 3.309
C 2.420 -0.355 1.962
C 2.950 0.365 1.030
N 3.023 0.265 -0.565
C 2.331 1.276 -1.337
C 0.914 1.203 -1.649
N 0.593 -0.369 -1.973
C -0.332 -0.451 -3.011
O -0.516 0.458 -3.792
C -0.839 -1.765 -3.619
C -1.978 -2.149 -2.610
N -2.797 -0.733 -2.421
S -2.464 -0.111 -1.018
O -2.194 1.321 -1.363
O -1.743 -0.904 -0.080
C -4.236 0.255 -0.621
C -5.239 1.068 -0.459
C -6.529 0.714 0.263
C -6.440 -0.620 0.279
S -4.915 -1.513 0.244
C 0.994 -1.539 -1.087
C 2.652 -1.249 -0.967
C 3.565 1.802 1.216
C 3.695 2.127 2.558
H 2.845 1.357 6.757
H 1.687 0.801 5.692
H 3.392 -0.177 5.931
H 1.918 -0.699 4.004
H 1.787 -1.291 1.680
H 2.743 2.097 -1.221
H 2.765 0.936 -2.439
H 0.559 1.771 -2.257
H 0.539 1.389 -0.719
H -1.023 -1.836 -4.709
H -0.102 -2.435 -3.382
H -2.712 -2.762 -2.936
H -1.760 -2.340 -1.522
H -2.788 -0.235 -3.268
H -4.905 2.195 -0.714
H -7.230 1.399 0.099
H -7.344 -1.247 0.882
H 0.755 -2.292 -1.510
H 0.505 -1.122 -0.085
H 2.741 -2.060 -0.140
H 3.150 -1.581 -1.843
H 4.132 2.297 0.360
H 4.078 2.951 2.893
*
```


# 4
A molecular structure, C11H18Si in a non-equilibrium geometry, computed with the ωB97M-V functional and the def2-TZVPD basis.

Calculated values
E_HOMO: -7.922 eV
maximum force: 0.0827 Eh/bohr
energy: -19571.083 eV
LUMO energy: 0.61 eV

Geometry as ORCA input:
```
! RIJCOSX wB97M-V def2-TZVPD def2/J DEFGRID3
* xyz 0 1
C 2.388 -1.768 -0.707
C -1.619 0.541 3.598
C -3.129 1.103 -0.703
C 0.077 -2.544 2.015
C 1.543 -0.861 -1.135
C -1.205 0.938 2.366
C -2.228 0.152 -0.488
C -0.479 -1.914 0.998
C 1.953 1.815 -2.426
C 0.718 1.337 -1.731
C 1.095 0.389 -0.584
Si -0.841 -0.116 0.780
H 2.475 -2.775 -1.190
H 2.955 -1.537 0.220
H -1.526 1.220 4.474
H -2.266 -0.383 3.714
H -3.864 0.939 -1.381
H -3.223 1.940 -0.052
H 0.172 -3.648 2.106
H 0.362 -1.906 2.815
H 1.024 -1.247 -2.082
H -0.576 1.742 2.646
H -2.169 -0.449 -1.370
H -0.615 -2.226 0.058
H 1.810 1.643 -3.531
H 2.733 1.164 -2.225
H 2.344 2.801 -2.334
H 0.020 2.115 -1.432
H 0.262 0.725 -2.555
H 1.806 0.810 0.137
*
```


# 5
11 unconnected molecules or ions with the total composition C21H44O21 in a non-equilibrium geometry, computed with the ωB97M-V functional and the def2-TZVPD basis.

Calculated values
E_HOMO: -9.190 eV
maximum force: 0.1162 Eh/bohr
energy: -65484.011 eV
LUMO energy: -1.10 eV

Geometry as ORCA input:
```
! RIJCOSX wB97M-V def2-TZVPD def2/J DEFGRID3
* xyz 0 1
O -16.904 -18.691 23.264
C -17.412 -17.741 23.905
O -17.856 -16.608 23.253
C -17.828 -15.630 24.242
C -18.184 -16.415 25.484
O -17.717 -17.703 25.193
H -16.820 -15.215 24.251
H -18.640 -14.925 24.064
H -19.241 -16.326 25.734
H -17.727 -15.927 26.344
O -19.418 -12.990 20.252
C -19.143 -12.389 21.246
O -18.432 -12.888 22.316
C -18.089 -11.863 23.194
C -19.048 -10.748 22.834
O -19.547 -11.143 21.552
H -18.392 -12.192 24.188
H -17.043 -11.562 23.137
H -18.391 -9.881 22.762
H -19.673 -10.623 23.719
O -9.924 -13.191 22.316
C -10.531 -13.833 23.229
O -11.024 -13.317 24.328
C -11.247 -14.418 25.231
C -11.364 -15.632 24.353
O -10.945 -15.111 23.131
H -10.347 -14.584 25.822
H -12.175 -14.254 25.779
H -12.361 -16.063 24.441
H -10.749 -16.396 24.829
O -15.707 -13.589 15.658
C -16.344 -14.132 16.574
O -15.873 -14.585 17.745
C -16.754 -15.383 18.464
C -17.976 -15.107 17.657
O -17.577 -14.423 16.526
H -16.400 -16.413 18.435
H -16.828 -14.976 19.472
H -18.621 -14.432 18.219
H -18.550 -15.993 17.383
O -10.726 -19.338 25.690
C -11.736 -19.613 25.013
O -12.158 -20.821 24.651
C -13.375 -20.739 23.969
C -13.523 -19.243 23.675
O -12.452 -18.662 24.364
H -13.402 -21.349 23.066
H -14.102 -21.097 24.699
H -14.433 -18.817 24.097
H -13.406 -19.006 22.618
C -11.843 -12.879 18.489
C -12.096 -12.225 17.144
O -11.356 -11.059 17.004
H -12.094 -12.240 19.336
H -10.803 -13.184 18.608
H -12.336 -13.835 18.663
H -13.147 -12.008 16.950
H -11.797 -12.965 16.401
H -11.144 -10.952 16.074
C -19.808 -18.660 19.124
C -19.251 -18.613 20.520
O -18.228 -17.798 20.309
H -20.071 -17.693 18.695
H -20.774 -19.139 19.287
H -19.191 -19.241 18.438
H -19.010 -19.651 20.749
H -19.915 -18.248 21.304
H -17.457 -18.067 20.813
C -14.822 -15.629 21.585
C -14.057 -14.350 21.224
O -14.771 -13.135 21.677
H -14.973 -15.518 22.659
H -14.211 -16.531 21.551
H -15.741 -15.857 21.045
H -13.929 -14.443 20.145
H -13.046 -14.242 21.616
H -14.862 -13.229 22.628
O -13.130 -10.968 23.214
H -13.663 -11.116 23.995
H -12.361 -11.525 23.339
O -13.896 -10.782 20.547
H -14.357 -11.562 20.238
H -13.687 -10.974 21.461
O -14.534 -13.760 24.507
H -14.644 -12.878 24.862
H -14.731 -14.340 25.242
*
```


# 6
2 unconnected molecules or ions with the total composition H2NO4P in a non-equilibrium geometry, computed with the ωB97M-V functional and the def2-TZVPD basis.

Calculated values
E_HOMO (spin up / spin down): 0.885 / 0.920 eV
maximum force: 0.0524 Eh/bohr
energy: -18997.537 eV
LUMO energy (spin up / spin down): 7.32 / 6.95 eV

Geometry as ORCA input:
```
! RIJCOSX wB97M-V def2-TZVPD def2/J DEFGRID3
* xyz -2 1
N -2.056 1.300 0.203
O -0.100 -1.919 0.631
O -0.366 -0.234 -1.311
O 3.186 0.058 0.546
O -1.501 0.363 0.909
P -0.146 -0.480 0.189
H -1.998 1.081 -0.829
H 2.982 -0.168 -0.338
*
```


# 7
4 unconnected molecules or ions with the total composition C3H15NO3 in a non-equilibrium geometry, computed with the ωB97M-V functional and the def2-TZVPD basis.

Calculated values
E_HOMO: -8.123 eV
maximum force: 0.0435 Eh/bohr
energy: -10985.693 eV
LUMO energy: 0.70 eV

Geometry as ORCA input:
```
! RIJCOSX wB97M-V def2-TZVPD def2/J DEFGRID3
* xyz 0 1
C -1.246 -1.864 0.743
C -0.004 -0.967 0.825
N -0.370 0.448 0.608
C -0.083 1.484 1.617
H -0.943 -2.908 0.692
H -1.857 -1.652 -0.150
H -1.806 -1.693 1.660
H 0.716 -1.227 0.091
H 0.503 -1.034 1.858
H -1.317 0.566 0.196
H 0.973 1.309 1.840
H -0.349 2.402 1.108
H -0.717 1.477 2.537
O 0.957 -0.019 -3.490
H 1.394 0.450 -2.764
H 1.173 -0.925 -3.236
O -1.585 1.746 -1.268
H -1.704 0.921 -1.744
H -1.533 2.521 -1.837
O 2.718 -0.391 -0.079
H 2.960 -0.970 0.641
H 2.120 0.324 0.153
*
```


# 8
2 unconnected molecules or ions with the total composition C5H13N in a non-equilibrium geometry, computed with the ωB97M-V functional and the def2-TZVPD basis.

Calculated values
E_HOMO: -8.340 eV
maximum force: 0.0374 Eh/bohr
energy: -6884.820 eV
LUMO energy: 1.03 eV

Geometry as ORCA input:
```
! RIJCOSX wB97M-V def2-TZVPD def2/J DEFGRID3
* xyz 0 1
C 3.680 -1.177 -0.821
C 3.325 -1.211 0.460
N 2.015 -1.190 0.952
H 3.044 -0.777 -1.593
H 4.720 -1.386 -1.030
H 4.066 -1.507 1.174
H 1.296 -1.678 0.457
H 2.050 -1.240 1.955
C -1.396 0.152 0.486
C -1.866 1.458 -0.150
C -3.228 1.253 -0.795
H -1.198 -0.557 -0.323
H -0.484 0.149 1.090
H -2.134 -0.209 1.203
H -1.899 2.220 0.624
H -1.165 1.837 -0.893
H -3.938 1.056 0.010
H -3.272 0.592 -1.653
H -3.614 2.216 -1.152
*
```


# 9
3 unconnected molecules or ions with the total composition C30H40BrF13N2O5 in a non-equilibrium geometry, computed with the ωB97M-V functional and the def2-TZVPD basis.

Calculated values
E_HOMO (spin up / spin down): -8.313 / -9.197 eV
⟨S²⟩: 2.008
maximum force: 0.0444 Eh/bohr
energy: -150343.508 eV
LUMO energy (spin up / spin down): -1.43 / -1.43 eV

Geometry as ORCA input:
```
! RIJCOSX wB97M-V def2-TZVPD def2/J DEFGRID3
* xyz 0 3
O 1.243 -1.140 0.680
C 0.442 -1.584 -0.101
O 0.293 -1.183 -1.404
C -0.668 -2.005 -1.987
O -1.010 -1.880 -3.147
C -1.172 -2.954 -0.971
C -2.199 -3.988 -1.212
C -3.329 -3.485 -2.135
C -4.537 -4.394 -2.049
F -4.101 -5.667 -1.922
F -5.228 -4.357 -3.197
C -5.530 -4.137 -0.861
F -5.348 -5.085 0.067
F -6.795 -4.238 -1.287
C -5.426 -2.784 -0.119
F -6.319 -2.851 0.885
F -4.233 -2.631 0.474
C -5.826 -1.527 -0.967
F -7.127 -1.299 -0.769
F -5.664 -1.735 -2.284
C -5.056 -0.251 -0.578
F -5.209 -0.050 0.739
F -3.749 -0.388 -0.846
C -5.531 1.044 -1.294
F -6.794 1.339 -1.032
F -5.312 0.964 -2.605
F -4.760 2.039 -0.816
C -0.529 -2.688 0.160
Br -0.729 -3.496 1.819
H -2.584 -4.390 -0.286
H -1.717 -4.819 -1.721
H -3.536 -2.462 -1.858
H -2.987 -3.495 -3.159
C 1.724 4.572 -2.934
C 0.549 4.697 -3.933
C -0.756 4.943 -3.173
C -1.283 3.704 -2.450
C -1.385 2.518 -3.408
C -0.083 2.237 -4.159
N 0.457 3.477 -4.788
O -0.217 3.749 -5.857
C 0.945 1.615 -3.196
C -0.329 1.167 -5.217
C 0.871 5.919 -4.788
H 2.534 3.974 -3.352
H 2.139 5.553 -2.704
H 1.432 4.138 -1.979
H -1.523 5.289 -3.873
H -0.606 5.753 -2.457
H -0.643 3.452 -1.599
H -2.269 3.919 -2.032
H -1.687 1.624 -2.857
H -2.184 2.718 -4.130
H 1.918 1.510 -3.678
H 0.622 0.621 -2.898
H 1.082 2.171 -2.271
H -1.122 1.446 -5.910
H -0.631 0.239 -4.734
H 0.576 0.972 -5.794
H 1.789 5.768 -5.358
H 1.007 6.787 -4.145
H 0.070 6.157 -5.486
C 4.143 -0.968 7.053
C 3.929 -1.844 5.795
C 5.279 -2.183 5.161
C 5.926 -1.004 4.436
C 4.954 -0.385 3.431
C 3.607 -0.012 4.048
N 3.033 -1.152 4.822
O 2.529 -2.020 4.007
C 3.773 1.230 4.946
C 2.643 0.415 2.946
C 3.273 -3.125 6.299
H 3.267 -0.352 7.257
H 4.305 -1.591 7.931
H 5.013 -0.318 6.981
H 5.148 -3.002 4.446
H 5.953 -2.557 5.935
H 6.266 -0.251 5.151
H 6.820 -1.347 3.911
H 5.406 0.501 2.981
H 4.793 -1.096 2.614
H 2.850 1.442 5.487
H 4.000 2.101 4.332
H 4.582 1.152 5.669
H 2.515 -0.349 2.182
H 3.023 1.309 2.451
H 1.659 0.652 3.357
H 2.297 -2.918 6.742
H 3.904 -3.581 7.062
H 3.141 -3.861 5.508
*
```